Record 1
Computed, not measured: CuN6O18 as an isolated structure at a distorted geometry, with ωB97M-V with the def2-TZVPD basis set.

## Properties
energy above the lowest of the compared OMol25 structures with the same formula, charge and spin: 46.9 kcal per mole
LUMO level (spin up / spin down): 6.76 / 3.07 eV
highest occupied orbital energy (spin up / spin down): 1.033 / 1.176 eV

```
! RIJCOSX wB97M-V def2-TZVPD def2/J DEFGRID3
* xyz -4 2
Cu 0.067 -0.151 0.097
O 1.222 -5.129 1.995
O -2.523 1.112 5.015
O -4.140 -2.456 -3.364
O 3.937 3.923 1.648
O 4.765 -0.913 -3.344
O 4.661 1.964 1.158
O 1.834 -3.166 1.365
O -2.888 -1.794 -1.853
O -3.604 4.271 -0.927
O 2.880 -0.173 -2.612
O -4.950 -1.880 -1.452
O 2.637 2.162 1.579
O 3.162 -4.729 1.469
O -2.060 0.044 3.229
O 3.813 0.705 -4.308
O -2.828 3.538 -2.810
O -1.967 2.878 -1.005
O -3.927 -0.258 4.139
N 2.046 -4.373 1.615
N -4.012 -2.008 -2.229
N 3.830 -0.140 -3.415
N 3.734 2.728 1.459
N -2.842 0.275 4.146
N -2.848 3.571 -1.594
*
```

So, what does the Löwdin scheme give us? The charges, in e, come out as: 0.891 -0.044 -0.125 -0.092 -0.013 -0.027 0.014 -0.097 -0.038 -0.012 -0.019 -0.060 0.025 -0.064 -0.076 -0.053 0.001 0.002 -0.074 -0.755 -0.714 -0.677 -0.643 -0.704 -0.644

---

Record 2
Computed, not measured: F10N5Na2O20S10 as an isolated structure at a distorted geometry, with ωB97M-V with the def2-TZVPD basis set.

## Properties
energy above the lowest of the compared OMol25 structures with the same formula, charge and spin: 21.4 kcal per mole
LUMO level: 3.98 eV
highest occupied orbital energy: -1.929 eV

```
! RIJCOSX wB97M-V def2-TZVPD def2/J DEFGRID3
* xyz -3 1
S 7.084 -8.835 -8.844
S 6.051 -15.747 -9.019
S 3.884 -11.717 -8.001
S 4.886 -12.544 -5.805
S 9.297 -11.725 -12.748
S 7.705 -7.017 -10.499
S 4.612 -9.069 -14.363
S 5.256 -15.220 -11.341
S 10.562 -11.819 -10.580
S 4.670 -10.395 -12.254
Na 8.706 -14.822 -11.277
Na 7.028 -12.480 -10.418
F 4.045 -12.708 -4.430
F 7.904 -9.456 -7.609
F 5.802 -14.233 -12.457
F 4.225 -9.354 -15.916
F 2.628 -12.134 -8.886
F 7.013 -15.037 -7.977
F 3.630 -11.380 -11.588
F 8.749 -5.770 -10.482
F 10.724 -12.955 -9.419
F 7.900 -12.430 -13.096
O 6.449 -6.336 -10.510
O 5.769 -13.657 -5.745
O 3.915 -7.843 -14.105
O 5.434 -11.240 -5.682
O 6.035 -8.975 -14.352
O 5.926 -11.082 -12.235
O 3.970 -14.736 -11.048
O 9.039 -10.357 -12.870
O 5.858 -8.492 -8.226
O 3.605 -10.345 -7.753
O 8.042 -7.772 -11.654
O 5.389 -16.515 -11.932
O 5.026 -12.067 -8.802
O 4.762 -15.522 -8.502
O 10.125 -12.401 -13.697
O 6.590 -17.073 -9.040
O 4.533 -9.228 -11.464
O 10.399 -10.625 -9.865
O 7.138 -9.902 -9.787
O 11.779 -12.048 -11.298
N 3.611 -12.712 -6.779
N 6.480 -14.815 -10.267
N 9.296 -12.506 -11.245
N 3.962 -10.385 -13.748
N 8.133 -7.606 -9.085
*
```

So, what does the Löwdin scheme give us? The charges, in e, come out as: 0.497 0.462 0.485 0.482 0.544 0.462 0.459 0.513 0.474 0.505 0.660 0.348 -0.240 -0.210 -0.172 -0.246 -0.187 -0.175 -0.176 -0.246 -0.227 -0.206 -0.293 -0.297 -0.307 -0.274 -0.282 -0.298 -0.209 -0.167 -0.247 -0.259 -0.273 -0.275 -0.283 -0.220 -0.280 -0.289 -0.233 -0.203 -0.282 -0.284 -0.292 -0.329 -0.342 -0.291 -0.295

---

Record 3
Computed, not measured: F12N6NaO24S12 as an isolated structure at a distorted geometry, with ωB97M-V with the def2-TZVPD basis set.

## Properties
energy above the lowest of the compared OMol25 structures with the same formula, charge and spin: 141.6 kcal per mole
LUMO level: 8.26 eV
highest occupied orbital energy: 0.347 eV

```
! RIJCOSX wB97M-V def2-TZVPD def2/J DEFGRID3
* xyz -5 1
S -17.718 -29.400 6.115
S -14.013 -26.282 9.579
S -18.502 -26.001 1.481
S -11.161 -21.237 7.057
S -10.795 -19.270 8.118
S -15.815 -30.294 5.035
S -16.067 -25.317 9.900
S -14.960 -21.248 2.066
S -10.309 -26.185 3.888
S -19.660 -24.361 2.713
S -9.566 -24.863 2.149
S -13.975 -22.090 0.031
Na -15.409 -24.861 5.509
F -10.264 -27.699 4.500
F -19.300 -29.513 5.899
F -11.543 -18.289 9.173
F -17.374 -25.020 9.062
F -9.928 -24.999 0.550
F -12.316 -22.315 7.067
F -16.340 -20.756 2.651
F -14.362 -21.908 -1.530
F -12.972 -26.537 8.322
F -17.842 -26.107 0.013
F -20.318 -22.884 2.656
F -15.331 -31.641 4.238
O -8.182 -24.394 1.992
O -14.005 -27.663 10.153
O -14.048 -20.138 2.283
O -20.719 -25.263 3.109
O -9.984 -21.934 7.529
O -14.866 -22.498 2.810
O -9.299 -25.529 4.747
O -17.518 -28.026 5.633
O -9.632 -19.743 8.880
O -18.571 -24.134 3.684
O -11.732 -25.909 4.175
O -13.886 -23.523 0.160
O -17.533 -29.633 7.539
O -15.418 -29.351 3.977
O -19.284 -27.251 1.605
O -15.753 -23.951 10.382
O -12.706 -21.340 0.067
O -17.308 -25.954 2.251
O -11.170 -20.732 5.684
O -10.584 -23.870 2.645
O -10.660 -18.448 6.956
O -15.072 -30.600 6.286
O -13.326 -25.261 10.390
O -16.535 -26.285 10.876
N -17.231 -30.747 5.183
N -15.289 -25.728 8.652
N -9.956 -26.542 2.477
N -15.418 -21.315 0.623
N -19.330 -24.511 1.283
N -11.985 -20.234 8.184
*
```

So, what does the Löwdin scheme give us? The charges, in e, come out as: 0.574 0.608 0.585 0.540 0.393 0.448 0.413 0.384 0.414 0.389 0.653 0.593 0.815 -0.252 -0.216 -0.267 -0.213 -0.255 -0.190 -0.209 -0.255 -0.223 -0.216 -0.227 -0.277 -0.337 -0.327 -0.309 -0.323 -0.289 -0.301 -0.329 -0.295 -0.342 -0.324 -0.320 -0.278 -0.304 -0.291 -0.314 -0.330 -0.317 -0.264 -0.285 -0.292 -0.301 -0.327 -0.304 -0.299 -0.285 -0.258 -0.263 -0.278 -0.274 -0.247

---

Record 4
Computed, not measured: F14N7NaO28S14 as an isolated structure at a distorted geometry, with ωB97M-V with the def2-TZVPD basis set.

## Properties
energy above the lowest of the compared OMol25 structures with the same formula, charge and spin: 0.0 kcal per mole
LUMO level: 7.91 eV
highest occupied orbital energy: 0.122 eV

```
! RIJCOSX wB97M-V def2-TZVPD def2/J DEFGRID3
* xyz -6 1
S 3.230 5.781 -1.699
S 8.832 -1.485 -0.757
S -0.539 -1.941 4.906
S -9.282 -2.457 -0.471
S 5.233 6.938 -1.934
S -1.687 1.186 -5.302
S 6.628 -1.301 -1.579
S 2.569 -7.098 1.225
S 0.348 0.142 5.541
S 0.823 -6.360 -0.055
S -3.623 4.985 2.677
S -5.276 4.690 4.245
S -0.116 -0.486 -5.608
S -7.016 -2.649 -1.115
Na -0.081 -0.082 -0.070
F -6.848 4.963 4.347
F 0.027 -6.626 -1.471
F -1.354 -2.218 3.519
F 0.798 -1.557 -4.825
F 9.975 -0.638 0.015
F 3.895 -7.973 0.951
F 1.221 1.299 4.987
F -5.753 -1.699 -0.660
F 2.537 4.663 -0.750
F 6.757 6.643 -1.405
F -2.430 1.972 -4.104
F 5.273 -0.845 -0.872
F -3.499 5.763 1.226
F -10.441 -1.347 -0.768
O -0.161 -6.905 0.894
O -1.609 -1.710 5.859
O 0.935 0.230 -6.398
O -9.787 -3.502 -1.347
O 3.303 5.036 -2.981
O -1.015 -1.383 -6.287
O -3.232 3.616 2.288
O 9.313 -1.278 -2.110
O 5.053 8.344 -1.611
O 6.652 -0.408 -2.777
O 2.025 -7.837 2.372
O 6.416 -2.752 -1.695
O -5.501 3.280 4.459
O 3.209 -5.808 1.503
O -4.693 5.521 5.310
O 0.131 -3.212 4.962
O 2.279 6.850 -1.625
O -2.726 5.808 3.435
O -2.874 0.562 -5.794
O -1.061 2.211 -6.113
O 1.012 -4.890 -0.105
O 1.237 -0.542 6.501
O -0.808 0.953 5.931
O 5.429 6.632 -3.351
O -6.703 -3.111 -2.447
O -9.343 -2.656 0.969
O 9.036 -2.836 -0.201
O -6.919 -3.667 -0.093
N 0.304 -0.619 4.269
N -0.610 0.178 -4.380
N -5.310 5.206 2.816
N -8.228 -1.429 -0.969
N 2.000 -7.281 -0.344
N 7.607 -0.815 -0.261
N 4.438 5.950 -0.872
*
```

So, what does the Löwdin scheme give us? The charges, in e, come out as: 0.398 0.388 0.576 0.435 0.576 0.567 0.620 0.562 0.379 0.454 0.575 0.397 0.382 0.569 0.936 -0.267 -0.250 -0.240 -0.224 -0.245 -0.248 -0.192 -0.224 -0.222 -0.244 -0.215 -0.204 -0.254 -0.272 -0.322 -0.297 -0.338 -0.330 -0.316 -0.307 -0.296 -0.332 -0.326 -0.315 -0.319 -0.295 -0.289 -0.289 -0.323 -0.285 -0.297 -0.290 -0.295 -0.289 -0.313 -0.339 -0.306 -0.304 -0.297 -0.316 -0.346 -0.305 -0.274 -0.259 -0.248 -0.257 -0.268 -0.267 -0.262

---

Record 5
Computed, not measured: F24P4Zr as an isolated structure at a distorted geometry, with ωB97M-V with the def2-TZVPD basis set.

## Properties
LUMO level (spin up / spin down): 3.05 / 3.05 eV
highest occupied orbital energy (spin up / spin down): -2.755 / -10.676 eV

```
! RIJCOSX wB97M-V def2-TZVPD def2/J DEFGRID3
* xyz -1 2
Zr -14.445 -4.587 4.449
P -14.467 -5.863 7.122
P -17.032 -5.363 2.980
P -14.535 -1.698 4.729
P -12.011 -5.503 2.854
F -13.489 -0.727 4.000
F -13.462 -6.264 3.186
F -13.667 -4.557 6.525
F -15.592 -5.210 6.097
F -18.250 -5.994 3.798
F -11.124 -6.834 3.133
F -16.911 -6.422 1.687
F -12.192 -5.093 4.421
F -15.166 -5.138 8.354
F -10.638 -4.770 2.641
F -17.826 -4.130 2.149
F -13.301 -2.674 5.095
F -15.926 -6.180 3.884
F -13.190 -6.283 8.107
F -14.652 -2.687 3.418
F -15.195 -2.899 5.545
F -15.921 -1.079 4.327
F -14.474 -0.934 6.100
F -16.731 -4.316 4.216
F -15.405 -7.152 7.206
F -15.598 -4.676 2.518
F -13.816 -6.419 5.707
F -12.146 -5.661 1.255
F -12.825 -4.228 2.855
*
```

So, what does the Löwdin scheme give us? The charges, in e, come out as: 1.889 0.310 0.381 0.144 0.146 -0.085 -0.214 -0.226 -0.261 -0.082 -0.118 -0.136 -0.232 -0.089 -0.093 -0.151 -0.185 -0.235 -0.132 -0.212 -0.219 -0.057 -0.072 -0.251 -0.088 -0.256 -0.208 -0.106 -0.163

---

Record 6
Computed, not measured: F2FeP as an isolated structure at a distorted geometry, with ωB97M-V with the def2-TZVPD basis set.

## Properties
LUMO level (spin up / spin down): -7.25 / -7.19 eV
highest occupied orbital energy (spin up / spin down): -14.469 / -14.883 eV

```
! RIJCOSX wB97M-V def2-TZVPD def2/J DEFGRID3
* xyz 1 5
Fe 1.314 -0.396 0.848
P -0.590 -0.676 -0.756
F -0.281 0.338 1.464
F -0.443 0.733 -1.557
*
```

So, what does the Löwdin scheme give us? The charges, in e, come out as: 0.968 0.984 -0.536 -0.416

---

Record 7
Computed, not measured: a 2-piece molecular cluster, F2H2N2O overall at a distorted geometry, with ωB97M-V with the def2-TZVPD basis set.

## Properties
energy above the lowest of the compared OMol25 structures with the same formula, charge and spin: 55.1 kcal per mole
LUMO level (spin up / spin down): -0.44 / -1.07 eV
highest occupied orbital energy (spin up / spin down): -11.528 / -9.798 eV

```
! RIJCOSX wB97M-V def2-TZVPD def2/J DEFGRID3
* xyz 0 1
F -1.208 -0.717 0.446
F 1.443 -0.953 -0.415
O 0.904 1.261 -0.122
N 1.184 0.306 0.454
N -1.711 0.267 -0.420
H 0.703 -0.050 1.294
H -1.314 -0.115 -1.237
*
```

So, what does the Löwdin scheme give us? The charges, in e, come out as: -0.170 -0.150 0.068 -0.104 0.180 0.158 0.020

---

Record 8
Computed, not measured: a 2-piece molecular cluster, F2H2N2O overall at a distorted geometry, with ωB97M-V with the def2-TZVPD basis set.

## Properties
energy above the lowest of the compared OMol25 structures with the same formula, charge and spin: 57.7 kcal per mole
LUMO level (spin up / spin down): -0.54 / 0.04 eV
highest occupied orbital energy (spin up / spin down): -9.842 / -9.826 eV

```
! RIJCOSX wB97M-V def2-TZVPD def2/J DEFGRID3
* xyz 0 1
F -1.466 -0.987 0.243
F 1.867 -0.896 -0.353
O 0.316 0.724 -0.292
N -1.574 0.338 -0.054
N 1.045 0.024 0.398
H -1.839 0.355 -1.043
H 1.650 0.440 1.101
*
```

So, what does the Löwdin scheme give us? The charges, in e, come out as: -0.114 -0.069 -0.048 0.092 -0.094 0.070 0.162